18
Properties=species:S:1:pos:R:3:forces:R:3 method="wB97M-V/def2-TZVPD" lumo_ev=0.36 total_charge=0 gap_ha=0.347 relative_energy_kcal_mol=13.9
N 0.423514 -2.135169 -0.645144 -0.2 -0.3 -0.8
C 1.378755 -1.089569 -0.433051 0.5 1.0 0.6
C 0.925799 0.242471 -1.040990 0.0 -0.2 -0.2
N -0.460616 0.646239 -0.766346 -0.7 -0.5 -0.1
H -0.526006 -1.790930 -0.772932 0.4 -0.2 0.3
H 0.473853 -2.880579 0.025381 -0.2 0.0 0.1
H 2.373762 -1.278249 -0.868065 -0.3 -0.3 -0.1
H 1.602060 -0.905807 0.628587 -0.3 -0.1 0.1
H 1.586776 1.022001 -0.654914 0.1 0.0 -0.2
H 1.071936 0.161451 -2.121784 -0.1 0.3 0.0
H -1.082472 0.413624 -1.538103 0.4 0.2 -0.1
H -0.868813 0.097043 -0.009669 0.4 0.3 0.3
O -1.594534 -1.087574 1.840985 -0.4 -0.1 0.1
H -2.457663 -0.748609 2.113651 0.2 0.1 0.0
H -1.676082 -2.032783 2.012380 0.2 0.0 -0.1
O -0.138673 3.344358 0.523862 0.0 0.4 0.1
H 0.086348 2.764112 1.257298 -0.1 0.0 -0.1
H -0.505347 2.760931 -0.153269 0.1 -0.4 0.1